No. 1
C2H3BrINO2 | ωB97M-V with the def2-TZVPD basis set

```
10
Properties=species:S:1:pos:R:3:forces:R:3:mulliken_charge:R:1
C -1.244918 -0.146869 -0.099157 5.809 -1.683 0.976 -1.08
C 0.330076 0.365610 0.553435 -5.120 0.566 -2.482 -0.39
N 1.373934 -0.025927 -0.415206 0.539 0.694 1.548 1.00
O 1.854814 -1.101412 -0.208957 0.354 -1.557 -0.077 -0.49
O 1.767176 0.786490 -1.193641 0.016 0.649 -1.415 -0.54
Br 0.213172 2.274081 0.730062 0.128 -0.358 0.369 -0.07
I -1.169827 -2.269302 -0.163628 -0.412 -0.101 -0.030 0.10
H -2.061953 0.134439 0.407228 -2.384 1.115 2.805 0.50
H -1.407362 0.183702 -1.045267 0.258 1.026 -2.949 0.48
H 0.344888 -0.200812 1.435130 0.813 -0.352 1.255 0.50
```
Positions in Å, forces in eV/Å.

The frontier orbital gap is 9.5 eV. The relative energy (zero: lowest compared OMol25 entry of this formula, charge and spin) comes out at 14.60 kcal per mole. The spin multiplicity is 1.


No. 2
C2H3BrO | ωB97M-V with the def2-TZVPD basis set

```
7
Properties=species:S:1:pos:R:3:forces:R:3:mulliken_charge:R:1
C 0.654281 0.202325 0.008717 1.758 10.067 -1.188 0.35
C -0.752568 -0.258191 0.084868 2.262 -0.072 -1.590 -0.71
O 0.845354 1.773548 -0.222902 -1.120 -9.825 1.421 -0.50
Br 2.239605 -0.749066 0.071866 -0.618 -0.031 0.056 -0.01
H -1.213055 0.684453 -0.043861 -1.292 0.672 0.305 0.27
H -0.939179 -0.832317 0.957850 -0.461 -0.497 0.638 0.34
H -0.834441 -0.820749 -0.856541 -0.528 -0.315 0.357 0.27
```
Positions in Å, forces in eV/Å.

The frontier orbital gap is 9.2 eV. The relative energy (zero: lowest compared OMol25 entry of this formula, charge and spin) comes out at 77.05 kcal per mole. The spin multiplicity is 1.


No. 3
C2H3BrO | ωB97M-V with the def2-TZVPD basis set

```
7
Properties=species:S:1:pos:R:3:forces:R:3:mulliken_charge:R:1
C 0.704615 -0.991316 0.375566 0.112 -0.579 0.319 0.04
C -0.151906 0.579378 0.127533 3.180 -2.736 0.523 -0.44
O 1.835421 -1.427631 0.410317 -1.009 2.516 -0.629 -0.40
Br -1.314810 0.526215 1.588449 -0.964 0.185 1.126 -0.09
H 0.581981 1.419257 0.302576 -1.094 -0.889 -1.089 0.31
H -0.007031 -1.787434 0.668752 -1.005 0.651 -0.207 0.29
H -0.773398 0.376939 -0.754022 0.779 0.852 -0.043 0.31
```
Positions in Å, forces in eV/Å.

The frontier orbital gap is 10.4 eV. The relative energy (zero: lowest compared OMol25 entry of this formula, charge and spin) comes out at 38.45 kcal per mole. The spin multiplicity is 1.


No. 4
C2H3BrS | ωB97M-V with the def2-TZVPD basis set

```
7
Properties=species:S:1:pos:R:3:forces:R:3:mulliken_charge:R:1
C -1.781177 -0.234577 0.144336 -0.272 -2.009 -0.030 0.08
C -0.767017 0.537927 -0.041672 2.171 3.589 1.112 -0.09
S -3.143191 -0.924844 0.276256 -2.169 -0.857 0.135 -0.34
Br 3.208557 -0.216291 0.231572 0.024 -0.519 -0.586 -0.23
H 0.246738 0.379005 0.321388 0.214 -0.691 -0.497 0.13
H 3.176444 -1.171880 -0.859886 0.003 0.518 0.593 0.21
H -0.940353 1.630659 -0.071994 0.030 -0.031 -0.727 0.24
```
Positions in Å, forces in eV/Å.

The frontier orbital gap (spin up / spin down) is 6.8 / 8.1 eV. The relative energy (zero: lowest compared OMol25 entry of this formula, charge and spin) comes out at 13.45 kcal per mole. The spin multiplicity is 3. As for the expectation value of S²: 2.021.


No. 5
C2H3CaClO4S2 | ωB97M-V with the def2-TZVPD basis set

```
13
Properties=species:S:1:pos:R:3:forces:R:3:mulliken_charge:R:1
O 2.264568 0.640945 1.386318 -0.811 -2.511 -4.497 -0.32
C 2.066811 0.225541 0.210977 0.386 2.673 3.530 -0.27
Cl 3.507690 -0.339530 -0.765866 -1.887 0.051 0.841 0.08
C 0.532042 0.183456 -0.350820 1.787 -0.171 -1.545 0.39
O 0.037379 1.509251 -0.358178 0.245 -2.465 1.235 -0.27
S -1.646296 1.620639 -0.183057 -3.396 0.931 -2.707 0.80
O -2.275362 1.103553 -1.435712 2.199 0.875 3.174 -0.39
O -2.144932 0.540534 1.056829 1.528 -1.208 -1.896 -0.32
S -2.792037 -0.914442 0.395959 -0.072 -0.388 0.607 0.11
H 0.557058 -0.196875 -1.421058 -0.172 0.035 1.287 0.43
H -0.033616 -0.537104 0.357444 0.265 1.041 -0.707 -0.24
H -1.710074 -1.681374 -0.058391 -0.420 0.973 0.369 0.13
Ca 1.636771 -2.154592 1.165556 0.347 0.165 0.308 1.87
```
Positions in Å, forces in eV/Å.

The frontier orbital gap is 5.7 eV. The spin multiplicity is 1. Its net charge is +2.


No. 6
C2H3CaCuO | ωB97M-V with the def2-TZVPD basis set

```
8
Properties=species:S:1:pos:R:3:forces:R:3:mulliken_charge:R:1
C 1.000798 -0.845152 0.713673 -0.570 -0.006 0.652 -0.85
C 0.203967 0.246856 0.842369 -0.244 0.942 -0.752 0.10
O 0.204379 1.196104 -0.157273 -1.200 0.565 1.169 -0.70
Cu -0.194279 -0.100086 -1.717572 -1.935 0.450 0.228 0.08
H 0.993315 -1.637058 1.466652 -0.037 0.276 -0.274 0.23
H 1.702289 -0.977443 -0.128995 -0.244 0.311 0.256 0.24
Ca -1.719574 2.099122 1.090528 2.799 -2.546 -1.593 1.14
H -2.190895 0.017656 -2.109381 1.431 0.008 0.313 -0.24
```
Positions in Å, forces in eV/Å.

The frontier orbital gap (spin up / spin down) is 4.5 / 4.5 eV. The relative energy (zero: lowest compared OMol25 entry of this formula, charge and spin) comes out at 17.84 kcal per mole. The spin multiplicity is 1.


No. 7
C2H3CaF | ωB97M-V with the def2-TZVPD basis set

```
7
Properties=species:S:1:pos:R:3:forces:R:3:mulliken_charge:R:1
C -0.738502 -0.380940 -0.083194 -1.023 0.193 -1.570 -0.65
C -0.449913 0.399538 -1.109456 -0.067 -0.313 0.620 -0.36
H -1.660942 -0.672083 0.432705 0.262 0.109 -0.099 0.42
H 0.494462 0.334451 -1.662996 -0.255 0.027 0.084 0.37
H -1.151348 1.189407 -1.417835 0.158 -0.225 0.007 0.27
F 2.525756 -0.821838 2.283870 0.827 -0.442 0.323 -0.70
Ca 0.980487 -0.048535 1.556907 0.098 0.651 0.635 1.65
```
Positions in Å, forces in eV/Å.

The frontier orbital gap (spin up / spin down) is 10.4 / 9.5 eV. The relative energy (zero: lowest compared OMol25 entry of this formula, charge and spin) comes out at 0.00 kcal per mole. The spin multiplicity is 2. Its net charge is +1. As for the expectation value of S²: 0.757.


No. 8
C2H3Cl2FS | ωB97M-V with the def2-TZVPD basis set

```
9
Properties=species:S:1:pos:R:3:forces:R:3:mulliken_charge:R:1
C -0.286482 0.659418 0.845643 2.225 0.524 0.496 -0.29
C -0.886134 0.366682 -0.275987 -1.493 -0.705 -0.395 0.44
F 0.452777 1.783794 0.938454 -0.195 0.028 0.205 -0.22
S -1.820554 -1.190029 -0.281243 1.005 0.312 0.092 -0.20
Cl 2.349521 -0.797863 -0.373691 0.371 -0.276 0.724 -0.24
Cl -0.884602 1.484646 -1.603733 -0.275 -0.705 0.368 -0.14
H 2.081477 -0.523189 -1.569748 -0.220 0.194 -0.761 0.24
H 0.026731 -0.077850 1.585334 -0.711 0.373 0.146 0.26
H -1.032733 -1.705612 0.734967 -0.706 0.255 -0.875 0.14
```
Positions in Å, forces in eV/Å.

The frontier orbital gap is 9.5 eV. The relative energy (zero: lowest compared OMol25 entry of this formula, charge and spin) comes out at 27.26 kcal per mole. The spin multiplicity is 1.


No. 9
C2H3Cl2N2O | ωB97M-V with the def2-TZVPD basis set

```
10
Properties=species:S:1:pos:R:3:forces:R:3:mulliken_charge:R:1
C 0.484499 -0.019099 -0.568758 3.590 -1.390 0.485 -0.07
C -0.687835 0.989651 1.388767 -2.476 0.171 -0.643 0.04
N 2.097698 -2.239293 -2.371957 -0.700 -0.038 -0.141 0.32
N -0.501038 0.393322 0.052692 -4.200 0.211 -1.962 -0.13
O 1.468413 -2.910039 -3.006345 0.400 0.296 0.272 -0.04
Cl -1.214926 2.703137 1.220230 0.021 -1.262 0.011 -0.06
Cl -1.998580 -0.119258 2.117451 1.798 1.465 -0.331 -0.08
H 1.540058 -0.158519 -0.130932 -1.550 0.628 -0.635 0.30
H 0.269002 1.084442 1.805657 1.023 -0.660 1.412 0.36
H -1.457291 0.275656 -0.506805 2.094 0.580 1.532 0.37
```
Positions in Å, forces in eV/Å.

The frontier orbital gap (spin up / spin down) is 10.6 / 4.9 eV. The relative energy (zero: lowest compared OMol25 entry of this formula, charge and spin) comes out at 35.31 kcal per mole. The spin multiplicity is 1. Its net charge is +1.


No. 10
C2H3Cl2N2P | ωB97M-V with the def2-TZVPD basis set

```
10
Properties=species:S:1:pos:R:3:forces:R:3:mulliken_charge:R:1
C 0.422747 -0.701263 -1.127212 0.156 -0.326 -0.716 -0.21
C 0.938353 0.482907 -0.914667 0.369 2.309 -0.395 -0.13
N -0.266256 -1.401401 -0.164283 -1.736 -0.508 1.616 -0.40
N -0.161104 0.773096 1.487915 -1.621 -0.750 0.586 -0.58
P -0.800767 -0.580083 1.034046 1.115 1.533 0.467 0.55
Cl 1.677887 1.348655 -2.232563 0.074 -0.021 0.029 -0.21
Cl -2.277785 -1.409134 2.041265 -0.059 -0.285 0.057 -0.14
H 0.391594 -1.154775 -2.099298 0.443 -0.314 -0.298 0.36
H 0.677443 1.082256 -0.003285 1.274 -0.706 -1.388 0.51
H -0.602113 1.559742 1.978083 -0.014 -0.931 0.042 0.24
```
Positions in Å, forces in eV/Å.

The frontier orbital gap is 8.3 eV. The relative energy (zero: lowest compared OMol25 entry of this formula, charge and spin) comes out at 60.01 kcal per mole. The spin multiplicity is 1.


In g/mol, the molecular weight values for the records above are, in order, 279.9 122.9 122.9 139.0 230.7 146.7 86.1 149.0 142.0 156.9.
In eV, the electronic energy values for the records above are, in order, -85846.609 -74209.072 -74210.746 -82996.206 -62922.041 -67242.443 -23270.497 -40718.948 -32181.728 -39434.736.